The following is a DFT calculation (ωB97M-V/def2-TZVPD) of a structure of composition C37H38BiCl4N2O2P2Si2 at a distorted geometry.

## Properties
LUMO level ... 2.4 eV
Charge ... -1
Largest force on an atom ... 0.0493 hartree/bohr
2S+1 ... 1
HOMO-LUMO gap ... 7.4 eV
E ... -136329.31047 eV

The geometry in XYZ format:
```
88
Properties=species:S:1:pos:R:3:forces:R:3
Bi 1.026 1.419 -1.413 0.66 -0.18 -0.30
C 0.897 -2.900 -4.194 -1.62 1.95 0.16
Si 2.193 -2.183 -3.103 0.85 1.20 -1.38
C 3.157 -1.034 -4.328 -0.28 0.74 0.27
C 3.436 -3.388 -2.567 0.57 -0.81 1.20
N 1.643 -1.383 -1.715 0.70 0.19 -0.30
P 0.613 -1.566 -0.557 -0.92 -0.16 -0.09
C 0.137 -0.008 -0.047 0.01 -0.37 0.15
P 0.186 0.901 1.372 -0.11 0.16 1.19
N 0.651 2.342 0.931 0.22 0.88 -0.74
Si 0.261 3.943 1.416 0.40 -0.44 0.03
C 0.999 5.219 0.261 0.23 -0.55 0.43
C -1.527 4.317 1.401 -1.07 -0.90 -0.20
C 0.878 4.146 3.179 1.08 -0.77 1.57
C 1.344 0.411 2.697 0.18 0.21 -0.68
C 2.661 0.891 2.526 -0.78 -1.30 0.87
C 3.598 0.601 3.491 -0.27 0.86 -0.31
C 3.234 0.001 4.674 0.50 -0.54 0.19
C 1.951 -0.472 4.828 -0.98 -0.26 1.20
C 0.989 -0.287 3.845 1.03 0.81 -0.38
C -1.448 0.955 2.185 -0.39 0.53 0.46
C -2.486 0.943 1.248 0.64 -1.36 -0.44
C -3.791 0.813 1.613 -0.55 0.93 1.29
C -4.137 1.048 2.950 0.62 -1.03 -1.76
C -3.148 1.219 3.865 0.34 1.03 1.37
C -1.807 1.155 3.538 0.55 0.12 -1.02
C 1.140 -2.500 0.943 -1.89 -0.14 -0.33
C 2.463 -2.734 1.211 0.57 0.00 0.39
C 2.787 -3.401 2.407 -0.03 0.86 -0.18
C 1.860 -3.755 3.364 -1.43 0.54 -1.62
C 0.520 -3.477 3.092 -1.18 -0.28 -0.51
C 0.139 -2.906 1.869 0.26 0.18 0.57
C -0.820 -2.516 -1.259 -0.47 0.35 -0.06
C -1.063 -3.852 -1.012 -0.88 0.48 -0.77
C -2.146 -4.458 -1.665 -0.09 0.30 0.24
C -2.975 -3.831 -2.610 1.89 0.01 0.38
C -2.569 -2.549 -3.013 -0.67 0.88 0.33
C -1.635 -1.884 -2.234 1.79 1.17 0.46
H 1.256 -3.373 -5.077 0.44 -0.45 -0.67
H 0.253 -1.992 -4.518 0.87 -1.45 0.47
H 0.264 -3.561 -3.628 -0.49 -0.45 0.04
H 3.065 -1.332 -5.410 0.02 0.17 1.08
H 4.246 -0.898 -4.082 -1.03 -0.06 -0.16
H 2.618 -0.054 -4.199 0.67 -0.52 -0.41
H 3.915 -4.051 -3.266 0.09 -0.16 -0.58
H 2.907 -4.010 -1.844 0.13 -0.33 0.28
H 4.225 -2.864 -2.010 -0.13 -0.05 -0.06
H 0.447 5.185 -0.689 0.28 0.21 0.22
H 2.068 5.018 0.130 -0.10 0.17 -0.26
H 0.887 6.167 0.795 -0.02 0.16 -0.37
H -1.921 4.040 0.390 0.13 0.35 0.93
H -1.626 5.380 1.583 -0.31 0.36 -0.05
H -2.071 3.760 2.195 0.16 0.35 -0.54
H 1.980 3.896 3.250 -0.93 0.41 -0.21
H 0.437 3.353 3.845 0.09 0.42 -0.73
H 0.719 5.066 3.773 0.03 -0.08 -0.66
H 2.953 1.472 1.690 -0.06 0.38 -0.80
H 4.575 1.012 3.367 0.69 0.04 0.01
H 4.010 -0.084 5.423 -0.26 -0.22 0.29
H 1.582 -0.902 5.773 0.58 0.08 -0.40
H -0.034 -0.520 4.029 -0.40 -0.55 0.00
H -2.271 0.796 0.200 0.38 0.12 -0.09
H -4.518 0.610 0.864 -0.61 0.01 -0.39
H -5.132 0.960 3.246 -1.59 0.17 0.51
H -3.412 1.554 4.867 0.02 -0.44 0.02
H -1.094 1.346 4.335 0.14 -0.18 -0.30
H 3.221 -2.332 0.504 -0.46 -0.57 0.62
H 3.794 -3.505 2.688 1.36 -0.35 -0.02
H 2.097 -4.281 4.240 0.62 -0.41 1.09
H -0.307 -3.760 3.779 0.85 0.19 -0.33
H -0.952 -2.740 1.715 1.03 0.02 -0.22
H -0.481 -4.392 -0.297 0.28 -0.44 0.26
H -2.322 -5.460 -1.358 -0.49 -0.84 -0.01
H -3.792 -4.399 -3.017 -0.17 0.10 -0.37
H -2.968 -1.941 -3.850 -0.22 -0.82 0.63
H -1.354 -0.808 -2.391 -0.60 -1.22 -0.32
Cl -4.079 1.706 -6.212 -0.07 0.14 0.06
C -3.050 2.062 -4.865 0.43 -0.85 -0.34
C -3.200 3.200 -4.117 -1.16 1.15 -0.42
Cl -4.454 4.379 -4.609 0.74 -0.69 0.46
C -2.368 3.481 -3.032 -0.14 0.59 0.11
Cl -2.559 4.952 -2.098 0.01 -0.47 -0.35
C -1.339 2.625 -2.704 -0.33 -0.21 0.38
O -0.563 2.827 -1.645 -0.45 0.21 -0.62
C -1.143 1.466 -3.509 1.12 -0.64 -0.40
O -0.061 0.728 -3.265 -0.44 0.43 0.31
C -1.994 1.167 -4.575 -0.26 0.87 0.33
Cl -1.666 -0.188 -5.603 0.04 0.16 0.27
```
Forces are in eV/Å.

Atomic partial charges in e from the Mulliken method, atoms 1 to 2: Bi 0.8701; C -0.6665